Record 1
C9H12N2O | the ωB97M-V functional and the def2-TZVPD basis

```
24
Properties=species:S:1:pos:R:3:forces:R:3:lowdin_charge:R:1
H 1.91220 -1.88439 -0.26424 -0.53 0.92 -0.96 0.13
H -0.34511 -2.28915 -0.26477 0.23 0.03 -0.12 0.12
H 0.14449 -1.36589 1.12625 -0.05 -0.38 1.00 0.12
N 2.15750 1.21555 -0.71267 -0.28 2.17 -0.66 -0.07
C -0.89973 1.00804 0.21307 1.77 -0.36 0.50 -0.05
H 1.18305 -0.84210 -1.61001 0.36 -0.12 0.42 0.14
H -4.51002 -0.49859 -0.38346 2.22 1.87 0.37 0.16
H 3.84133 0.54721 0.91441 0.36 0.33 1.20 0.05
H -2.46707 -1.92166 -0.55087 -0.58 0.66 -0.12 0.12
H -4.09689 1.98892 0.10770 0.54 -0.24 -0.15 0.10
C -1.93886 1.89371 0.32854 -2.30 0.10 -1.51 -0.06
C 3.38360 -0.36482 0.60348 -0.85 -0.61 0.73 -0.03
N 2.10050 0.09196 -0.00901 3.22 0.96 1.09 -0.21
C 1.31407 -0.95389 -0.51527 -0.43 -2.93 -1.88 -0.21
C -3.43128 0.00782 -0.23698 -5.58 -0.10 -0.89 -0.15
O 2.97874 2.11729 -0.44968 -1.11 -2.85 0.15 -0.05
H 4.09553 -0.71601 -0.16010 -0.60 -0.44 -0.04 0.09
H 3.15368 -1.18010 1.39645 0.67 1.75 -1.24 0.13
H -1.91526 2.99517 0.46207 0.49 -1.02 0.19 0.12
C -0.03909 -1.29774 0.07394 0.36 0.32 0.28 -0.16
C -1.14465 -0.33234 -0.08752 -0.69 0.05 -0.50 -0.22
C -3.20860 1.34408 0.00980 -0.67 1.78 1.33 -0.10
C -2.43908 -0.83143 -0.39700 4.96 -1.97 0.86 -0.08
H 0.17094 1.26835 0.40588 -1.49 0.09 -0.02 0.10
```
Positions in Å, forces in eV/Å.

Values from the calculation:
- calculated total energy (Ha) = -534.7588
- frontier orbital gap (eV) = 9.21
- 2S+1 = 1
- SMILES = CN(CCc1ccccc1)N=O
- relative energy (zero: lowest compared OMol25 entry of this formula, charge and spin) (eV) = 4.152
- LUMO level (eV) = 0.4
- HOMO (eV) = -8.7865


Record 2
C9H12N2O | the ωB97M-V functional and the def2-TZVPD basis

```
24
Properties=species:S:1:pos:R:3:forces:R:3:lowdin_charge:R:1
N -2.16257 1.30645 -0.25579 0.17 0.55 -1.04 0.06
H 3.33932 0.86313 -0.24126 -1.51 1.20 -0.45 0.13
C -0.50444 -0.34235 -0.63622 0.37 -4.35 -0.62 -0.26
H 0.45522 1.86183 0.69386 1.28 -1.13 0.93 0.10
O 0.61778 -0.86735 -1.40000 -0.01 2.08 2.23 -0.05
N 1.27148 -0.06056 1.57260 -0.29 0.61 -1.32 -0.02
C -3.00377 0.46084 0.29985 0.97 -1.42 0.22 -0.16
C 1.40996 1.28641 0.96421 2.35 1.84 -1.77 -0.18
C -2.60314 -0.88586 0.54026 0.46 -2.21 -0.75 -0.05
H 1.94688 1.58683 -1.38456 0.67 -0.25 1.48 0.12
H 2.10275 1.99620 1.54880 -1.24 -1.17 -0.51 0.11
H 1.52341 -1.95803 0.67848 -0.44 -1.75 0.55 0.10
C 2.21645 0.99191 -0.45280 -0.56 -0.35 0.15 -0.11
H -4.00180 0.83660 0.51878 0.23 -0.13 0.22 0.10
H 3.10061 -1.00593 0.86546 -2.07 -0.53 0.17 0.16
H -3.31789 -1.78562 0.84564 1.43 2.48 -0.22 0.14
C -0.99083 0.90572 -0.81264 -1.59 0.46 0.52 -0.12
H -1.02474 -2.32399 0.38820 0.50 -0.01 -0.54 0.11
H -0.50968 1.59728 -1.47658 0.29 0.35 -0.02 0.12
H 0.29505 -0.22262 1.37110 -0.28 -0.44 0.82 0.05
C 1.91907 -0.49496 -0.72124 -0.48 0.89 -2.61 -0.33
C -1.28715 -1.31257 0.11629 -2.13 2.73 -0.08 0.01
H 2.74453 -0.82726 -1.41266 -1.19 -0.32 0.65 0.16
C 1.95079 -1.00931 0.63346 3.08 0.87 1.99 -0.20
```
Positions in Å, forces in eV/Å.

Values from the calculation:
- calculated total energy (Ha) = -534.7916
- frontier orbital gap (eV) = 9.71
- 2S+1 = 1
- SMILES = c1cncc(O[C@H]2CCNC2)c1
- relative energy (zero: lowest compared OMol25 entry of this formula, charge and spin) (eV) = 3.260
- LUMO level (eV) = 0.5
- HOMO (eV) = -9.2019


Record 3
C9H12N2O4 | the ωB97M-V functional and the def2-TZVPD basis

```
27
Properties=species:S:1:pos:R:3:forces:R:3:lowdin_charge:R:1
C 0.90786 0.31373 -0.50178 0.65 1.61 -0.41 -0.21
H -4.03340 1.79265 0.74172 -0.66 -0.28 0.46 0.10
O 0.18176 -2.30178 -0.60916 -0.71 -0.38 -1.42 0.10
C -2.75814 1.22771 -0.81266 0.55 -1.94 -0.09 -0.08
H 0.77164 -0.93026 -3.29802 0.95 -0.72 -0.27 0.11
N 0.40472 -1.78945 1.52612 1.06 -0.24 1.58 0.16
H 1.91895 1.72399 0.82528 -0.81 1.14 0.19 0.09
H 2.86856 0.61940 0.11583 1.94 -0.95 -0.28 0.06
O 2.26588 -2.01179 0.14363 1.17 0.14 2.06 0.10
C -0.46512 0.60484 -0.15507 -1.54 0.47 -0.90 -0.15
H 1.05110 -1.69234 2.29803 0.25 0.01 -0.25 0.10
O 2.50094 -0.26032 -2.07940 0.48 -0.15 0.43 -0.03
N 1.33774 -0.02868 -1.69456 -0.94 -0.19 -0.90 -0.22
C -1.47237 0.76284 -1.13714 0.05 0.23 0.77 0.01
C 0.93450 -1.98389 0.26236 -0.63 -2.44 -0.26 -0.70
H -3.56570 1.20278 -1.51510 0.01 0.50 -0.75 0.10
H -0.36633 -2.38718 1.84458 0.34 0.49 -1.12 0.13
C -3.10383 1.32961 0.49462 1.42 1.12 1.45 -0.07
H 0.01864 1.03597 1.93730 -1.05 -0.48 -0.38 0.12
C -0.79573 0.88634 1.20035 2.06 0.01 -2.15 -0.07
H 1.72750 0.09883 1.47358 0.82 0.51 -0.83 0.08
H -1.24524 0.54773 -2.15777 -0.10 0.13 -0.10 0.09
C 1.93251 0.69667 0.55819 -1.28 -0.87 -0.12 0.00
H 2.80495 -1.87420 -0.66232 -1.54 0.18 -0.27 0.13
O 0.36491 -0.27159 -2.74851 0.15 1.15 1.92 0.05
H -2.11640 1.48009 2.49282 -1.33 0.23 0.47 0.10
C -2.06991 1.20830 1.45707 -1.29 0.71 1.15 -0.09
```
Positions in Å, forces in eV/Å.

Values from the calculation:
- calculated total energy (Ha) = -760.4821
- frontier orbital gap (spin up / spin down) (eV) = 8.43 / 8.43
- 2S+1 = 1
- SMILES = C/C(c1ccccc1)=[N+](\[O-])O.NC(=O)O
- relative energy (zero: lowest compared OMol25 entry of this formula, charge and spin) (eV) = 5.746
- LUMO level (spin up / spin down) (eV) = 0.2 / 0.2
- HOMO (spin up / spin down) (eV) = -8.2454 / -8.2447


Record 4
C9H12N3 | the ωB97M-V functional and the def2-TZVPD basis

```
24
Properties=species:S:1:pos:R:3:forces:R:3:lowdin_charge:R:1
N -0.53189 0.59913 0.01384 0.97 0.50 -0.05 -0.02
C 0.19264 0.82471 -1.12449 0.07 -0.13 -0.10 -0.06
C -3.78249 -0.75709 0.74172 -0.33 -0.03 -0.78 -0.08
N -2.58373 -0.13075 -1.01724 0.54 0.29 -0.15 0.09
C -1.81287 0.08476 0.08808 -1.37 -0.71 0.81 -0.26
H -2.21855 -0.26773 2.22181 0.14 0.01 0.24 0.10
H 2.70031 -1.88889 -0.94691 -0.22 0.13 -0.04 0.12
H 4.45562 -2.26101 -0.45745 0.18 0.02 0.12 0.12
C 3.58822 -1.62104 -0.39506 -0.02 1.19 0.82 0.18
H -0.17668 0.93740 2.08478 -0.17 -0.01 0.20 0.13
C -2.54149 -0.30539 1.20257 0.93 0.40 -0.55 -0.03
H -4.58416 -1.12986 1.34481 -0.20 -0.08 0.08 0.10
H 4.42936 -0.27945 0.83918 0.02 -0.10 0.01 0.16
C -3.78410 -0.63333 -0.62913 -0.59 -0.35 0.57 -0.11
N 3.59767 -0.55213 0.32365 0.25 -1.28 -0.87 0.20
H 2.16003 1.94402 1.24892 0.12 0.17 0.18 0.11
C 1.41186 1.47276 0.64134 -0.01 0.11 -0.12 -0.14
H 2.77968 0.09444 0.36764 -0.20 -0.13 -0.04 0.07
C 0.20836 0.99563 1.08902 -0.06 -0.09 0.00 -0.05
H -2.34588 0.11049 -1.96474 -0.05 -0.02 0.11 0.15
H -0.18183 0.58701 -2.09892 -0.14 -0.05 -0.16 0.12
H 2.16654 1.68792 -1.45243 0.10 0.12 -0.22 0.10
H -4.54428 -0.87995 -1.34343 -0.08 0.01 -0.14 0.12
C 1.39767 1.36832 -0.77756 0.10 0.03 0.09 -0.12
```
Positions in Å, forces in eV/Å.

Values from the calculation:
- calculated total energy (Ha) = -514.1281
- total charge = +1
- frontier orbital gap (eV) = 5.39
- 2S+1 = 1
- relative energy (zero: lowest compared OMol25 entry of this formula, charge and spin) (eV) = 1.306
- LUMO level (eV) = -5.2
- HOMO (eV) = -10.5573